# 1
# C12H24O24S6

A cluster of 6 separate species, C12H24O24S6 in total (ωB97M-V with the def2-TZVPD basis set, the OMol25 dataset).

The calculation puts the HOMO-LUMO gap at 0.4057 Ha. Its energy above the lowest of the compared OMol25 structures with the same formula, charge and spin is 592.1 kJ/mol. As for the multiplicity: 1.

```
66
Properties=species:S:1:pos:R:3:lowdin_charge:R:1
O -1.31092 -2.55707 -1.76234 -0.25
S -1.19755 -1.38522 -0.89957 0.80
O -1.96696 -1.30801 0.35674 -0.25
O 0.46901 -1.10252 -0.61900 -0.21
C 1.03315 -0.04521 -1.31384 -0.22
C 0.05449 0.28670 -2.45230 -0.16
O -1.15929 0.08931 -1.72049 -0.24
H 0.94795 0.85404 -0.70378 0.12
H 2.09539 -0.18093 -1.51716 0.14
H 0.19749 -0.54574 -3.14127 0.12
H 0.06368 1.24600 -2.96975 0.14
O -5.89419 -10.63906 -3.58095 -0.24
S -6.62973 -10.38533 -2.36993 0.73
O -7.88090 -11.04130 -2.10403 -0.22
O -5.48979 -10.55218 -1.06251 -0.22
C -4.72110 -9.31789 -0.98028 -0.19
C -5.56703 -8.24630 -1.51029 -0.20
O -6.72136 -8.78431 -2.13349 -0.20
H -4.42888 -9.24656 0.06739 0.13
H -3.76782 -9.59713 -1.42902 0.13
H -5.15596 -7.55444 -2.24544 0.14
H -5.86855 -7.58490 -0.69804 0.13
O 6.18973 -1.40631 2.54227 -0.21
S 6.78701 -2.69053 2.45424 0.71
O 6.98046 -3.30715 1.15697 -0.24
O 8.15190 -2.74842 3.42761 -0.21
C 8.16500 -3.91916 4.29347 -0.15
C 6.90070 -4.76034 3.92349 -0.19
O 6.03276 -3.74337 3.48339 -0.22
H 9.11487 -4.45226 4.25291 0.12
H 8.10405 -3.63785 5.34478 0.12
H 6.64562 -5.43337 4.74206 0.13
H 6.99985 -5.44403 3.08038 0.12
O 1.76011 7.62470 0.22999 -0.25
S 0.61374 7.24534 1.11704 0.79
O 0.88288 7.09322 2.55079 -0.25
O -0.72307 8.13381 0.77528 -0.22
C -1.98108 7.51661 0.95560 -0.20
C -1.78026 6.08960 0.50281 -0.13
O -0.30442 5.93067 0.54848 -0.24
H -2.37758 7.59195 1.96812 0.13
H -2.76187 7.97162 0.34614 0.13
H -2.05493 6.07284 -0.55188 0.12
H -2.41712 5.29734 0.89630 0.13
O 3.51294 2.95539 -5.45776 -0.23
S 3.96121 2.86120 -6.80800 0.77
O 5.35910 2.36345 -7.15100 -0.26
O 2.90855 2.29666 -7.89261 -0.22
C 1.95495 3.18839 -8.39424 -0.18
C 2.30759 4.53787 -7.74879 -0.19
O 3.68493 4.36880 -7.50257 -0.20
H 2.08431 2.98987 -9.45817 0.14
H 0.94911 2.86002 -8.13241 0.13
H 1.65348 4.67396 -6.88756 0.12
H 1.94086 5.32348 -8.40941 0.13
O -1.51500 4.38786 8.10246 -0.24
S -2.69673 4.28402 7.24008 0.76
O -3.40732 5.48034 6.84738 -0.25
O -2.20143 3.46428 5.82507 -0.21
C -3.26128 2.65877 5.35372 -0.19
C -4.00995 2.24139 6.66260 -0.19
O -3.84634 3.17196 7.72523 -0.19
H -3.94228 3.21742 4.71165 0.12
H -2.84444 1.89866 4.69297 0.13
H -3.55698 1.29748 6.96586 0.12
H -5.06492 2.05168 6.46479 0.13
```

# 2
# C12H24O4

A cluster of 4 separate species, C12H24O4 in total (ωB97M-V with the def2-TZVPD basis set, the OMol25 dataset).

The calculation puts the HOMO-LUMO gap at 0.3693 Ha. Its energy above the lowest of the compared OMol25 structures with the same formula, charge and spin is 53.9 kJ/mol. As for the multiplicity: 1.

```
40
Properties=species:S:1:pos:R:3:lowdin_charge:R:1
C -1.41004 -0.09758 -0.26203 -0.02
C -2.55926 -1.03331 -0.50563 -0.51
C -2.53473 -2.43469 0.00511 -0.02
O -3.53966 -0.61805 -1.08275 0.06
H -1.59615 0.95387 -0.47536 0.08
H -0.61324 -0.26654 -1.00327 0.08
H -0.94039 -0.26243 0.70862 0.06
H -1.86591 -2.57439 0.85881 0.07
H -2.19359 -3.10922 -0.78206 0.09
H -3.52249 -2.72091 0.35961 0.09
C 2.05955 -1.53427 4.49226 -0.02
C 0.76643 -1.01188 3.90242 -0.52
C 0.11861 0.18222 4.50768 -0.03
O 0.28597 -1.60388 2.97731 0.07
H 2.64087 -0.72109 4.92394 0.08
H 2.59414 -2.04965 3.69587 0.08
H 1.89514 -2.29714 5.25525 0.09
H -0.69593 0.51768 3.85875 0.09
H 0.76549 1.06171 4.52172 0.06
H -0.28945 0.04069 5.50664 0.09
C 0.76654 -1.09436 -6.34035 -0.02
C -0.44592 -1.72105 -5.66830 -0.50
C -0.99767 -1.01964 -4.45455 -0.03
O -0.90092 -2.76848 -6.04991 0.07
H 0.73998 -0.00377 -6.28176 0.07
H 0.71186 -1.31094 -7.40637 0.08
H 1.67166 -1.44988 -5.85380 0.09
H -0.53769 -1.47852 -3.57122 0.09
H -2.04234 -1.27787 -4.26725 0.09
H -0.87356 0.05831 -4.48786 0.08
C 0.39057 3.74063 0.49410 -0.02
C 1.76989 3.40415 1.04335 -0.50
C 1.82551 2.41198 2.18249 -0.03
O 2.75100 3.99108 0.67054 0.08
H 0.09880 4.70539 0.91344 0.09
H -0.33985 3.01760 0.85942 0.06
H 0.37671 3.80181 -0.59060 0.08
H 1.11100 2.62348 2.97304 0.07
H 2.81653 2.53508 2.62424 0.09
H 1.74254 1.41385 1.74847 0.09
```

# 3
# C12H24O4

The molecule C12H24O4 (ωB97M-V with the def2-TZVPD basis set, the OMol25 dataset).

The calculation puts the HOMO-LUMO gap at 0.4026 Ha. Its energy above the lowest of the compared OMol25 structures with the same formula, charge and spin is 542.5 kJ/mol. As for the multiplicity: 1.

```
40
Properties=species:S:1:pos:R:3:lowdin_charge:R:1
O 2.45435 0.78424 1.93099 0.00
O 1.94081 -0.34974 1.40123 -0.08
C 1.89069 -0.29374 -0.01066 -0.51
O 3.28010 -0.46230 -0.29935 -0.07
O 3.57823 0.06484 -1.63730 -0.02
C 1.29555 0.94648 -0.56204 -0.11
C 0.04320 1.34766 0.20663 -0.19
C -0.78667 2.39006 -0.49117 -0.21
C -2.16726 2.49890 0.14493 -0.20
C -2.80756 1.13892 0.39833 -0.22
C -2.99645 0.23370 -0.79664 -0.23
C -3.31394 -1.22160 -0.52712 -0.20
C -2.55155 -1.98070 0.61284 -0.20
C -1.03230 -1.87022 0.77598 -0.19
C -0.31549 -1.74775 -0.59082 -0.19
C 1.22240 -1.65826 -0.46354 -0.06
H 3.40298 0.66206 1.73706 0.12
H 3.93993 0.96323 -1.44762 0.11
H 2.12488 1.67257 -0.56780 0.13
H 1.07973 0.79049 -1.65384 0.15
H -0.58675 0.44345 0.26136 0.06
H 0.29139 1.67952 1.21335 0.13
H -0.98507 2.00696 -1.47453 0.09
H -0.27912 3.37764 -0.56664 0.13
H -2.15476 3.04920 1.11405 0.12
H -2.83217 3.13086 -0.46271 0.11
H -3.82368 1.32414 0.85685 0.14
H -2.28596 0.63542 1.13919 0.07
H -3.76181 0.56902 -1.52953 0.13
H -2.05723 0.34211 -1.31801 0.07
H -3.19805 -1.74863 -1.49032 0.11
H -4.38561 -1.27923 -0.27281 0.11
H -2.78140 -3.05307 0.54200 0.10
H -3.07893 -1.72100 1.54311 0.11
H -0.71888 -2.77418 1.32611 0.12
H -0.75939 -0.98121 1.40744 0.11
H -0.53671 -2.65458 -1.16134 0.12
H -0.69298 -0.95493 -1.23922 0.09
H 1.46596 -2.48055 0.16123 0.10
H 1.70191 -1.99639 -1.46233 0.15
```

# 4
# C12H25Cl2GaN3

A structure of composition C12H25Cl2GaN3 (ωB97M-V with the def2-TZVPD basis set, the OMol25 dataset).

The calculation puts the HOMO-LUMO gap at 0.1273 Ha. Its net charge is -1. Its energy above the lowest of the compared OMol25 structures with the same formula, charge and spin is 0.0 kJ/mol. As for the multiplicity: 1.

```
43
Properties=species:S:1:pos:R:3:lowdin_charge:R:1
Ga 1.05193 1.66938 0.59934 -0.46
Cl -0.16303 3.30815 -0.23447 0.05
Cl 2.12631 2.21361 2.41568 0.08
C 1.90091 0.67845 -0.89368 -0.32
H 1.94771 -0.41233 -0.94148 -0.10
H 2.64362 1.19431 -1.52836 -0.10
C -1.03498 -0.36341 -2.95370 -0.13
C 0.24706 -0.77065 -3.12247 -0.13
H -1.78528 -1.00019 -2.47284 0.08
C 1.31779 0.08710 -3.71362 -0.25
H 0.56695 -1.74189 -2.74091 0.09
C 0.87044 1.54574 -3.92357 -0.22
H 2.18804 0.08103 -3.05562 0.05
H 1.64180 -0.31984 -4.68457 0.10
C -0.56577 1.60997 -4.43175 -0.22
H 0.94760 2.05032 -2.95176 0.08
H 1.55108 2.03414 -4.63371 0.10
C -1.51563 0.99419 -3.38888 -0.22
H -0.84310 2.64711 -4.64977 0.10
H -0.64160 1.04694 -5.36972 0.10
H -1.55544 1.68628 -2.52544 0.09
H -2.53400 0.92603 -3.79799 0.09
C -2.79823 -0.41456 2.17585 -0.05
N -1.53926 -0.79827 2.78165 -0.14
C -1.62512 -1.74606 3.88093 -0.06
C -0.36610 -0.43340 2.21606 -0.39
N -0.36434 0.41071 1.19457 0.10
N 0.80462 -0.92728 2.74541 -0.17
C 1.11778 -0.77707 4.15935 -0.10
C 1.89158 -1.37886 1.88649 -0.07
H -3.59590 -0.72646 2.85035 0.08
H -2.95120 -0.91620 1.21018 0.10
H -2.84442 0.66934 2.02661 0.10
H -0.89622 -2.55607 3.75890 0.09
H -1.47026 -1.25127 4.85339 0.09
H -2.63051 -2.17705 3.87155 0.08
H -1.28274 0.56459 0.78869 0.05
H 2.19578 -0.58781 4.26266 0.08
H 0.57895 0.08045 4.59189 0.09
H 0.88332 -1.68842 4.73284 0.07
H 1.63660 -2.34242 1.41403 0.09
H 2.11003 -0.64910 1.09071 0.00
H 2.78323 -1.51922 2.50717 0.08
```

no.,total energy (eV)
1,-126972.914
2,-21022.415
3,-21017.352
4,-94742.029